The following is a quantum chemistry calculation of a 2-piece molecular cluster, C12H14NO2 overall in a non-equilibrium geometry, from the Open Molecules 2025 dataset.

```
29
Properties=species:S:1:pos:R:3:lowdin_charge:R:1
C -2.10 0.96 -2.18 -0.119
C -0.72 -1.30 0.38 -0.226
C -1.57 -1.08 -0.80 -0.114
C -1.56 0.36 -0.99 -0.313
C -0.92 0.91 0.11 -0.019
C -0.44 -2.50 1.01 -0.038
C -1.01 -3.61 0.28 -0.136
C -1.98 -3.51 -0.76 -0.115
C -2.24 -2.22 -1.39 -0.009
N -0.31 -0.08 0.99 0.087
H 0.09 -2.30 1.99 0.130
H -0.65 -4.72 0.48 0.110
H -0.01 0.32 1.91 0.103
H -2.35 -4.47 -0.93 0.046
H -0.64 1.99 0.47 0.140
H -2.88 -1.98 -2.15 0.045
H -1.42 1.74 -2.80 0.116
H -3.10 1.45 -1.92 0.084
H -2.47 0.26 -3.02 0.081
C 2.20 2.51 0.68 -0.122
C 3.50 1.64 0.27 -0.130
C 1.62 1.95 2.05 -0.664
O 0.34 1.98 2.30 -0.170
O 2.49 1.62 2.86 -0.049
H 2.65 3.52 0.68 0.092
H 1.68 2.44 -0.24 0.053
H 3.75 0.88 1.10 0.081
H 4.40 2.16 0.29 0.008
H 3.65 1.09 -0.67 0.048
```

Computed properties:
* largest force on an atom: 0.12052 Eh/bohr
* relative energy (zero: lowest compared OMol25 entry of this formula, charge and spin): 3.7156 eV
* HOMO-LUMO gap: 7.82 eV
* charge: -1
* LUMO energy: 3.30 eV
* multiplicity: 1